Entry 1:
{
  "formula": "C33H41Cl8N5",
  "method": "ωB97M-V/def2-TZVPD",
  "de_lowest_kcal_mol": 7.5,
  "homo_lumo_gap_ha": 0.36013,
  "molar_mass_da": 791.350,
  "total_energy_ha": -5237.3685,
  "max_force_ha_per_bohr": 0.026,
  "smiles": "c1ccncc1.c1ccncc1.c1ccncc1.c1ccncc1.c1ccncc1.ClCCCl.ClCCCl.ClCCCl.ClCCCl",
  "elements": ["C", "H", "H", "C", "H", "N", "H", "H", "H", "C", "H", "H", "Cl", "C", "C", "C", "H", "H", "Cl", "H", "Cl", "N", "H", "H", "C", "C", "H", "C", "H", "Cl", "C", "H", "H", "H", "Cl", "C", "H", "H", "C", "C", "C", "N", "H", "H", "C", "C", "C", "H", "H", "H", "C", "C", "C", "C", "H", "H", "C", "H", "C", "C", "H", "Cl", "Cl", "C", "C", "N", "H", "N", "H", "H", "Cl", "C", "H", "H", "H", "C", "H", "H", "H", "H", "H", "C", "C", "H", "C", "C", "C"],
  "positions_angstrom": [[-3.768, 3.262, -2.436], [4.718, 3.441, 4.054], [-0.375, -6.176, 2.315], [2.755, -6.053, 3.929], [-4.043, 2.714, 3.928], [-1.271, 0.929, 0.355], [0.915, -1.199, 1.715], [2.530, 0.584, 1.142], [-2.028, -3.951, 0.956], [-3.238, -3.231, -3.194], [-1.899, 5.336, -2.411], [-3.572, 1.627, 1.681], [-4.662, 0.800, 5.134], [3.443, -4.753, 2.064], [-0.491, 6.592, -1.359], [1.479, 0.717, 0.920], [7.872, 3.722, 1.172], [4.511, -6.476, 2.789], [-4.114, -0.552, 2.216], [0.878, -5.433, 4.758], [0.622, 5.224, -1.032], [-4.149, 4.122, -3.363], [3.799, -1.356, -3.399], [-4.255, 3.373, -1.473], [-2.213, 2.222, -3.901], [-2.616, 3.103, -4.885], [-2.782, -4.133, -3.583], [2.568, -1.300, -1.631], [-4.794, -3.040, -4.723], [-0.547, 6.307, -4.059], [-4.456, 1.752, 3.635], [6.833, 1.689, 0.019], [6.792, 4.582, 3.212], [2.608, -1.514, -0.566], [-0.834, -5.442, -0.469], [1.594, -4.110, 3.216], [2.902, -6.862, 4.633], [4.167, -2.615, -2.264], [1.673, -5.195, 4.063], [-0.755, -0.166, 0.904], [-1.126, -4.548, 1.056], [2.420, -3.907, 2.219], [-1.457, -0.904, 1.290], [-3.950, 4.715, -5.306], [5.222, 3.093, 3.156], [-0.422, 1.930, 0.150], [-3.564, 1.079, 2.619], [-5.450, 1.935, 3.229], [2.284, -0.257, -1.754], [-5.714, -1.008, -3.761], [-3.355, -1.449, -1.617], [5.324, 1.551, 1.488], [-1.407, 6.300, -2.504], [6.950, 3.274, 1.526], [0.171, 7.431, -1.554], [-1.484, 1.449, -4.120], [-3.592, 4.021, -4.549], [0.769, -3.415, 3.340], [0.950, 1.861, 0.361], [3.865, -1.571, -2.334], [-2.969, -0.957, -0.726], [5.108, -0.539, -1.598], [1.204, -2.201, -2.332], [-2.768, -2.639, -2.037], [0.593, -0.299, 1.225], [4.709, 2.015, 2.582], [1.518, 2.746, 0.112], [-4.370, -0.869, -2.234], [-1.367, -5.006, 3.147], [-2.551, 1.594, -1.860], [-2.654, -6.583, 1.990], [-2.801, 2.292, -2.650], [-0.775, 2.830, -0.343], [-2.537, 1.039, 2.971], [4.906, 0.626, 1.106], [-4.845, -1.474, -3.309], [-1.031, 6.838, -0.446], [-2.171, 3.028, -5.866], [-2.190, 7.055, -2.563], [-1.976, -3.126, -1.479], [4.122, -4.494, 1.261], [3.650, -5.827, 2.900], [6.421, 2.160, 0.902], [-0.267, -3.890, 1.183], [-4.322, -2.649, -3.830], [-1.231, -5.520, 2.194], [6.367, 3.728, 2.705]],
  "forces_ev_per_angstrom": [[0.242, -0.224, 0.485], [0.008, 0.014, -0.069], [0.159, 0.064, -0.328], [-0.297, 0.161, 0.088], [0.148, -0.029, -0.038], [-0.155, 0.127, 0.209], [0.241, -0.299, 0.097], [0.004, 0.253, -0.016], [-0.092, -0.083, -0.110], [-0.204, -0.145, -0.162], [0.071, -0.082, 0.072], [0.010, 0.155, 0.044], [0.096, 0.087, -0.046], [-0.250, 0.545, -0.107], [0.606, 0.270, 0.250], [0.098, -0.202, 0.091], [-0.160, 0.101, -0.123], [-0.024, 0.101, -0.144], [-0.055, -0.352, -0.066], [0.146, 0.326, 0.233], [-0.129, 0.002, 0.092], [-0.519, 0.387, 0.237], [0.007, 0.282, 0.074], [0.041, -0.159, 0.041], [0.092, -0.418, 0.106], [0.218, -0.376, 0.220], [-0.045, -0.031, 0.070], [-0.508, 0.605, 0.144], [0.241, -0.222, 0.030], [0.097, -0.002, -0.150], [-0.316, 0.109, -0.063], [0.200, 0.281, -0.027], [-0.114, -0.010, 0.147], [0.083, -0.170, -0.054], [-0.020, 0.184, -0.053], [-0.893, -0.234, 0.267], [-0.057, -0.135, -0.125], [0.065, 0.071, 0.286], [0.143, -0.714, 0.278], [0.250, 0.127, 0.962], [0.410, -0.106, -0.171], [0.691, 0.523, -0.569], [-0.016, -0.126, -0.534], [0.040, 0.034, 0.064], [0.100, 0.169, 0.418], [0.483, 0.054, -1.024], [0.101, 0.375, 0.110], [0.000, -0.169, 0.032], [0.177, 0.060, 0.112], [0.050, 0.000, -0.127], [0.612, -0.348, 0.484], [-0.431, 0.027, 0.457], [-0.452, 0.016, -0.109], [0.418, -0.085, 0.355], [-0.126, 0.073, -0.225], [0.048, 0.085, 0.059], [0.061, 0.477, -1.234], [0.022, 0.147, -0.092], [-0.244, 0.352, 0.177], [-0.120, -0.597, -0.458], [-0.137, 0.071, -0.071], [0.239, 0.038, -0.010], [0.011, -0.336, -0.077], [0.043, -0.049, -0.015], [-0.475, -0.183, -0.193], [0.005, -0.264, -0.302], [0.300, -0.135, 0.069], [-0.065, 0.381, 0.230], [-0.083, 0.158, -0.141], [0.028, 0.031, -0.036], [-0.073, -0.020, 0.103], [-0.104, -0.117, 0.267], [-0.406, -0.043, 0.189], [-0.003, -0.207, 0.032], [0.114, 0.085, -0.249], [-0.267, -0.192, -0.158], [-0.146, -0.346, 0.011], [-0.148, 0.264, -0.132], [0.083, 0.071, -0.001], [0.035, 0.296, -0.023], [0.037, -0.256, -0.067], [0.499, -0.356, 0.289], [-0.263, -0.480, 0.017], [-0.004, -0.014, 0.057], [-0.242, 0.335, -0.249], [-0.331, -0.197, 0.545], [0.101, 0.141, -0.648]]
}


Entry 2:
{
  "formula": "C33H41CrIN2O5Si",
  "method": "ωB97M-V/def2-TZVPD",
  "total_charge": 1,
  "spin_multiplicity": 2,
  "homo_lumo_gap_ha": [0.29573, 0.30775],
  "molar_mass_da": 752.686,
  "total_energy_ha": -3399.3852,
  "s2": 0.761,
  "max_force_ha_per_bohr": 0.020,
  "elements": ["H", "H", "H", "C", "I", "C", "C", "C", "C", "H", "H", "C", "C", "N", "C", "O", "C", "H", "N", "Si", "O", "C", "H", "H", "H", "C", "H", "C", "H", "H", "H", "H", "H", "C", "Cr", "H", "C", "H", "O", "C", "C", "C", "H", "C", "O", "H", "C", "H", "H", "H", "H", "C", "H", "C", "H", "H", "H", "H", "H", "C", "H", "H", "C", "C", "H", "C", "H", "H", "H", "H", "C", "C", "H", "C", "C", "O", "C", "H", "C", "C", "H", "C", "H", "H"],
  "positions_angstrom": [[4.102, -4.420, 0.650], [-4.062, -0.319, -0.540], [-4.398, -2.831, -0.591], [0.711, 2.475, 0.827], [1.689, -5.107, 2.537], [3.963, 2.815, -2.136], [2.440, 2.795, -4.453], [-1.069, 3.214, -3.804], [-3.360, -2.888, -0.895], [2.793, 0.432, 2.205], [-0.794, -1.698, -4.027], [-2.214, 1.231, -3.110], [1.859, -1.194, -4.791], [-1.241, -1.818, -1.041], [0.628, -0.290, -4.940], [0.173, 1.509, 0.068], [-3.086, -0.517, -0.096], [1.694, 0.914, -6.427], [1.470, -1.705, -0.043], [0.557, 0.870, -3.478], [-0.761, -0.429, 1.505], [1.895, 2.104, 1.711], [4.555, 2.834, -1.229], [0.538, -0.228, -7.102], [-1.112, -4.851, -2.473], [-3.194, -0.602, 1.428], [3.843, 4.233, -5.204], [3.611, -2.646, -0.454], [3.472, 2.601, 0.331], [-1.910, -1.055, 3.116], [-0.580, -1.889, -5.770], [-1.538, -0.547, -5.139], [-0.160, 3.747, -4.063], [-0.771, -2.899, -1.692], [0.091, -0.256, -0.445], [0.253, -2.837, -2.032], [-2.539, -1.786, -0.695], [1.803, -1.809, -3.886], [0.563, -0.105, -2.097], [-1.539, -4.012, -1.941], [1.233, -2.663, 0.860], [1.502, 2.377, 3.157], [1.158, 3.405, 3.264], [2.155, -3.654, 1.142], [0.290, 3.598, 0.817], [-2.458, 0.330, -0.372], [-2.272, 3.913, -3.785], [-0.757, 0.481, 1.831], [1.855, 2.824, -5.364], [2.827, 3.986, 1.227], [2.362, 2.227, 3.814], [3.099, 2.934, 1.299], [3.895, 2.827, 2.040], [-0.645, -1.151, -4.962], [-4.017, -1.254, 1.731], [0.702, 1.706, 3.482], [2.785, -0.612, -4.743], [-1.761, -2.183, 1.777], [-4.336, 1.411, -2.816], [4.332, 3.610, -3.210], [-4.383, 3.811, -3.412], [-0.044, 1.257, -6.352], [3.365, -3.649, 0.465], [2.052, 1.967, -3.388], [0.281, -2.629, 1.369], [2.644, -1.686, -0.684], [-2.292, 4.965, -4.040], [2.545, 1.411, -1.365], [-3.412, 0.392, 1.825], [1.941, -1.876, -5.646], [-1.918, -1.137, 2.032], [2.833, 2.009, -2.225], [4.544, -2.600, -0.997], [-3.446, 3.267, -3.427], [-1.012, 1.858, -3.469], [2.162, 0.702, 1.529], [-2.856, -4.018, -1.502], [5.211, 4.240, -3.143], [-3.418, 1.919, -3.088], [3.565, 3.605, -4.367], [-3.484, -4.887, -1.651], [0.710, 0.468, -6.273], [2.786, -0.894, -1.405], [-2.209, 0.175, -2.853]],
  "forces_ev_per_angstrom": [[-0.011, 0.029, 0.013], [-0.031, 0.008, 0.083], [0.032, -0.021, -0.009], [-0.395, -0.422, -0.821], [-0.028, -0.105, 0.102], [-0.040, -0.031, -0.132], [-0.023, -0.039, 0.109], [0.019, -0.014, 0.062], [-0.121, 0.116, -0.021], [0.043, 0.043, 0.004], [0.027, 0.018, -0.012], [0.028, 0.000, -0.037], [0.040, -0.106, -0.013], [-0.099, -0.309, 0.355], [-0.033, -0.329, -0.198], [0.359, 0.292, 0.790], [-0.041, -0.157, -0.007], [-0.019, 0.000, 0.024], [0.029, -0.048, 0.151], [-0.071, 0.027, 0.358], [-0.230, -0.240, 0.216], [0.112, -0.363, 0.144], [0.027, -0.014, -0.127], [0.019, 0.017, 0.046], [-0.021, 0.008, 0.027], [-0.095, 0.060, 0.014], [-0.021, -0.009, 0.012], [0.048, 0.100, -0.091], [-0.119, 0.040, 0.209], [0.029, 0.032, 0.061], [0.008, 0.035, 0.046], [0.043, -0.002, -0.021], [-0.023, -0.027, 0.011], [-0.013, 0.174, 0.135], [-0.306, 0.556, -0.538], [0.058, -0.013, 0.072], [0.015, 0.151, -0.181], [-0.021, 0.043, -0.037], [0.382, 0.058, -0.704], [-0.009, -0.050, -0.061], [0.117, 0.038, -0.076], [-0.055, 0.028, 0.123], [0.035, -0.016, 0.001], [-0.037, 0.114, -0.072], [-0.101, 0.218, 0.089], [0.037, 0.020, -0.071], [0.040, -0.073, 0.013], [0.010, -0.020, -0.016], [0.007, -0.019, 0.011], [0.011, -0.017, 0.026], [-0.024, -0.019, -0.013], [0.121, 0.040, -0.009], [0.003, -0.015, -0.019], [-0.012, -0.074, -0.048], [0.018, -0.006, -0.015], [0.031, 0.032, -0.034], [-0.048, -0.010, -0.014], [-0.014, -0.039, -0.054], [0.033, 0.003, -0.009], [-0.010, 0.006, -0.025], [0.022, -0.008, 0.000], [0.019, -0.051, 0.017], [0.110, -0.141, 0.051], [0.395, 0.240, 0.182], [0.024, -0.019, -0.037], [-0.050, -0.093, 0.043], [0.020, -0.029, -0.002], [0.015, 0.015, -0.049], [-0.027, -0.011, 0.022], [-0.020, 0.049, 0.036], [0.252, 0.152, -0.019], [0.007, 0.003, -0.083], [-0.004, -0.033, 0.010], [0.012, -0.020, 0.004], [-0.451, 0.182, 0.060], [-0.037, 0.122, 0.032], [-0.021, -0.158, -0.039], [-0.021, -0.015, -0.010], [0.054, 0.054, -0.011], [-0.032, -0.037, 0.026], [0.012, 0.031, -0.030], [0.004, 0.038, -0.019], [-0.001, 0.027, 0.002], [0.004, 0.005, -0.008]]
}